(1)
Formula: C10H7F6NO2
Source: the Open Molecules 2025 dataset
Level of theory: ωB97M-V with the def2-TZVPD basis set

```
26
Properties=species:S:1:pos:R:3:forces:R:3:mulliken_charge:R:1
O -4.52673 0.84638 1.35160 4.23 -1.14 -2.27 -0.53
C -3.56603 0.54913 0.57106 -3.28 1.98 1.18 -0.19
C -2.13794 1.01146 0.59280 1.15 1.31 1.75 0.22
C -1.65239 1.84537 1.62139 -0.13 0.25 -0.37 -0.30
C -0.31511 2.29425 1.62318 -0.93 -0.10 1.06 -0.60
C 0.52479 1.76786 0.67458 1.43 -0.22 -0.74 -0.11
C -0.01586 0.95006 -0.34654 -1.97 0.92 0.91 0.65
C 0.69219 0.25082 -1.40931 3.48 1.25 0.04 -1.39
C 1.25550 -1.11310 -0.92450 0.49 1.32 -0.97 0.87
O 2.27712 -1.34967 -1.90306 -0.02 -0.64 0.69 -0.61
C 1.95229 -1.12566 0.47478 -0.46 -1.48 1.50 0.52
F 1.06342 -1.34820 1.50837 1.11 0.57 -1.39 -0.25
F 2.81967 -2.20311 0.49169 -0.74 1.30 0.09 -0.25
F 2.68620 -0.03512 0.79871 -0.52 -0.89 -0.69 -0.24
C 0.15341 -2.19534 -1.04714 1.70 -1.89 1.20 0.58
F 0.83019 -3.40986 -1.03272 -1.04 0.80 0.21 -0.30
F -0.43073 -2.07865 -2.18591 -0.77 0.05 -1.91 -0.25
F -0.81553 -2.24129 -0.12011 0.81 0.21 0.04 -0.22
N -1.31735 0.66902 -0.40183 -0.97 -0.72 0.33 -0.37
H -3.79513 0.10088 -0.39453 -0.13 -0.71 -0.11 0.38
H -2.36104 2.19551 2.35444 -0.02 -0.03 0.25 0.46
H 0.05904 2.97467 2.43716 -0.46 -0.81 -1.04 0.36
H 1.62881 1.95332 0.74209 -1.35 -0.04 -0.33 0.34
H 1.65233 0.80144 -1.63903 -0.88 -0.38 0.32 0.33
H 0.19861 0.24805 -2.38750 -0.27 -0.61 0.64 0.49
H 3.14029 -1.35823 -1.44966 -0.46 -0.31 -0.41 0.42
```
Positions in Å, forces in eV/Å.

Energy above the lowest of the compared OMol25 structures with the same formula, charge and spin = 24.2 kcal/mol
E_tot = -1189.67836 Ha
Structure (SMILES) = O=Cc1cccc(CC(O)(C(F)(F)F)C(F)(F)F)n1


(2)
Formula: C10H7GaN2O5
Source: the Open Molecules 2025 dataset
Level of theory: ωB97M-V with the def2-TZVPD basis set

```
25
Properties=species:S:1:pos:R:3:forces:R:3:mulliken_charge:R:1
O -1.62582 0.09880 -3.96105 -1.23 0.10 -0.54 -0.49
C -0.88087 0.05056 -3.06002 -0.79 0.04 -0.63 0.41
Ga 0.41522 -0.01802 -1.84463 0.66 0.02 2.53 0.56
O 3.32287 -0.03496 -3.41928 -3.60 0.01 1.64 -0.16
C 2.35357 -0.04054 -2.79907 3.93 -0.07 -0.97 0.40
C -4.51289 -0.07554 -2.47392 -1.12 0.05 6.35 0.41
O -4.65320 -0.09879 -1.32846 0.88 -0.13 -5.16 -0.03
C -0.18996 -2.31136 -1.85876 -1.93 -1.82 -0.37 0.09
O -0.95461 -3.15010 -2.01372 2.10 2.05 0.38 -0.14
C -0.01871 2.35862 -1.91099 -1.22 1.92 -0.47 0.06
O -0.60874 3.31683 -2.11432 1.47 -2.23 0.46 -0.16
H -4.32866 0.23694 -3.47120 0.51 0.04 -1.49 0.44
N 1.26805 0.05264 4.35735 -0.31 -0.12 -0.99 -0.43
C 0.97628 -0.03494 3.03723 0.29 0.17 1.02 1.20
C 1.46269 -1.09962 2.24746 -0.03 -0.21 -1.15 -0.87
C 1.28211 -1.06263 0.87088 -0.08 0.22 0.91 -0.16
N 0.59069 -0.05902 0.26430 0.50 0.09 -1.51 -0.03
C 0.06748 0.94027 1.02158 0.07 -0.23 0.68 -0.20
C 0.20445 0.96257 2.40089 -0.12 0.31 -1.10 -0.82
H 1.86528 -0.63203 4.79831 -0.14 0.16 0.01 0.22
H 0.96896 0.85599 4.89212 0.08 -0.24 0.00 0.22
H 1.99039 -1.93358 2.70572 -0.02 0.22 -0.17 0.34
H 1.70171 -1.82664 0.21295 -0.14 0.13 0.34 0.48
H -0.46344 1.72494 0.47373 0.12 -0.31 0.42 0.32
H -0.23284 1.77962 2.97289 0.12 -0.19 -0.17 0.34
```
Positions in Å, forces in eV/Å.

Net charge = +2
Energy above the lowest of the compared OMol25 structures with the same formula, charge and spin = 62.0 kcal/mol
E_tot = -2794.94191 Ha


(3)
Formula: C10H7N3O3
Source: the Open Molecules 2025 dataset
Level of theory: ωB97M-V with the def2-TZVPD basis set

```
23
Properties=species:S:1:pos:R:3:forces:R:3:mulliken_charge:R:1
O -3.35325 -0.99510 -0.23513 -0.03 -0.34 0.04 -0.61
N -3.43672 0.20094 -0.40578 -0.42 -0.26 -0.01 1.06
O -4.47194 0.79884 -0.60575 -0.29 0.11 -0.05 -0.63
C -2.21631 0.97436 -0.36888 1.13 0.94 0.01 -0.20
C -2.27857 2.34714 -0.55805 -0.30 -0.29 0.00 -0.63
C -1.10095 3.07351 -0.51873 0.09 -0.17 0.03 -0.39
C 0.10334 2.43499 -0.29580 0.14 -0.29 0.05 -0.66
C 0.15486 1.04984 -0.10694 -0.67 0.44 -0.14 0.55
O 1.41449 0.56178 0.10557 0.24 0.13 0.02 -0.36
C 1.74256 -0.72948 0.29521 0.08 -1.07 0.13 0.50
C 3.10765 -1.00268 0.50539 -0.27 0.29 -0.06 -0.32
N 3.53430 -2.22872 0.69880 0.19 0.03 0.02 -0.58
C 2.63303 -3.20772 0.68946 -0.25 -0.14 -0.02 -0.31
C 1.29224 -2.94213 0.48266 0.32 -0.15 0.06 -0.29
N 0.84990 -1.70543 0.28628 0.24 0.78 -0.06 -0.24
C -1.01761 0.30874 -0.14311 -0.19 -0.27 0.02 -0.23
H -3.23308 2.81885 -0.73031 -0.02 0.02 0.00 0.49
H -1.12175 4.14221 -0.66265 0.00 0.09 -0.01 0.38
H 1.02778 2.98981 -0.26276 0.11 0.06 0.00 0.43
H 3.83969 -0.20861 0.51300 0.00 0.16 -0.02 0.40
H 3.00880 -4.20681 0.85079 -0.09 -0.13 0.00 0.39
H 0.53623 -3.71409 0.46881 0.05 -0.17 0.03 0.42
H -1.01470 -0.76022 -0.00207 -0.06 0.23 -0.04 0.84
```
Positions in Å, forces in eV/Å.

E_tot = -775.15520 Ha
Structure (SMILES) = O=[N+]([O-])c1cccc(Oc2cnccn2)c1


Question: What is the formula in the third record?
Answer: C10H7N3O3


Question: Which formula does entry 3 have?
Answer: C10H7N3O3


Question: Which of these has the lowest E_tot?
Answer: C10H7GaN2O5


Question: E_tot of number 1 (C10H7F6NO2)?
Answer: -1189.67836 Ha